[1]
{
  "formula": "C2ClF3",
  "method": "ωB97M-V with the def2-TZVPD basis set",
  "species": ["F", "C", "F", "C", "F", "Cl"],
  "xyz": [[0.7131, 1.0205, -1.3880], [-0.1925, 0.8257, -0.4413], [-1.0834, 1.7813, -0.3893], [-0.2013, -0.2433, 0.3534], [-1.1520, -0.3606, 1.2794], [0.9449, -1.4980, 0.2946]],
  "forces_ev_per_a": [[-0.3225, -0.0058, 0.3188], [0.4939, -0.7777, 0.0170], [-0.0945, 0.1493, 0.0096], [-0.0463, 0.6513, -0.3562], [0.0371, -0.0828, 0.0087], [-0.0677, 0.0657, 0.0021]],
  "mulliken_charge": [-0.1957, 0.3534, -0.2049, 0.3774, -0.2047, -0.1257],
  "e_homo_ev": -9.75,
  "total_energy_ha": -835.95505,
  "smiles": "FC(F)=C(F)Cl"
}

[2]
{
  "formula": "C2ClF3N2",
  "method": "ωB97M-V with the def2-TZVPD basis set",
  "species": ["F", "C", "F", "F", "C", "Cl", "N", "N"],
  "xyz": [[1.2614, 0.4734, -1.2241], [0.2228, 0.7564, -0.3820], [-0.7624, 1.3371, -1.0258], [0.6659, 1.5503, 0.6350], [-0.2623, -0.5157, 0.2888], [-1.6843, -0.2786, 1.2777], [0.6825, -1.5209, 0.6595], [-0.1237, -1.8019, -0.2292]],
  "forces_ev_per_a": [[-1.0434, 0.5811, 0.7394], [0.8887, -0.9975, 0.9909], [0.1591, 0.6025, -0.4379], [-0.1112, -0.0121, -1.2385], [-0.6478, 1.2262, 0.5998], [0.1106, 0.1899, 0.1494], [-0.2463, -0.3795, -0.0747], [0.8904, -1.2106, -0.7283]],
  "mulliken_charge": [-0.2439, 0.6553, -0.2086, -0.2257, 0.6419, -0.1881, -0.2166, -0.2143],
  "e_homo_ev": -11.14,
  "total_energy_ha": -945.45373,
  "smiles": "FC(F)(F)C1(Cl)N=N1"
}

[3]
{
  "formula": "C2ClF3O2S",
  "method": "ωB97M-V with the def2-TZVPD basis set",
  "species": ["C", "C", "O", "O", "F", "F", "F", "S", "Cl"],
  "xyz": [[-0.9830, -0.3776, 1.5750], [-0.7427, 0.4751, 0.6028], [2.4968, 0.6652, -1.3616], [1.2991, -1.5062, -1.3151], [-0.3184, -1.4568, 1.8412], [-1.8087, -0.1488, 2.5799], [-1.2749, 1.6873, 0.5695], [1.2604, -0.0946, -1.3789], [0.0714, 0.7565, -3.1129]],
  "forces_ev_per_a": [[0.5575, 0.2397, 0.9055], [0.8072, 0.7728, -1.0828], [-1.8502, -0.6592, 0.0886], [-0.3652, -0.5594, -0.4150], [0.4444, -0.8813, -0.6710], [-0.4348, 0.4422, -0.3907], [0.4380, -0.8718, -0.5346], [-0.5486, 2.4405, 0.6360], [0.9518, -0.9236, 1.4641]],
  "mulliken_charge": [0.4960, 0.0914, -0.3795, -0.3462, -0.1798, -0.1961, -0.1484, 0.8021, -0.1394],
  "e_homo_ev": [-10.68, -10.68],
  "total_energy_ha": -1384.45963
}

Number 1: largest force on an atom 0.9 eV Å⁻¹. Number 2: largest force on an atom 1.7 eV Å⁻¹. Number 3: largest force on an atom 2.6 eV Å⁻¹.